(1)
This record from the OMol25 dataset describes a 25-piece molecular cluster, C25H100N50O25 overall at a distorted geometry. The level of theory is the ωB97M-V functional and the def2-TZVPD basis.

```
! wB97M-V def2-TZVPD RIJCOSX def2/J DEFGRID3
* xyz 0 1
C -0.761 3.862 -2.133
O -0.430 4.130 -3.235
N -1.735 4.556 -1.472
N -0.065 3.184 -1.262
H -2.006 4.228 -0.556
H -2.364 5.100 -2.045
H 0.633 2.576 -1.666
H -0.335 3.128 -0.290
C -4.801 1.683 0.164
O -3.802 1.273 -0.340
N -5.227 2.924 0.111
N -5.582 0.897 0.778
H -6.117 3.282 0.425
H -4.645 3.667 -0.250
H -5.189 -0.004 1.009
H -6.184 1.374 1.433
C 4.528 1.670 5.122
O 5.150 0.607 5.158
N 5.054 2.880 5.088
N 3.215 1.860 5.193
H 6.025 3.028 4.852
H 4.609 3.643 5.576
H 2.963 2.837 5.234
H 2.537 1.113 5.137
C -3.197 1.479 -4.448
O -4.105 2.213 -4.645
N -2.717 0.771 -5.413
N -2.632 1.137 -3.300
H -1.953 0.156 -5.173
H -3.116 0.722 -6.340
H -1.792 0.578 -3.250
H -2.971 1.644 -2.496
C 0.969 -4.859 -5.381
O 0.705 -3.974 -4.612
N 0.342 -5.942 -5.620
N 1.856 -4.696 -6.331
H 0.918 -6.559 -6.175
H -0.288 -6.223 -4.882
H 2.347 -3.813 -6.317
H 1.854 -5.399 -7.055
C 3.229 0.453 1.366
O 2.789 -0.221 2.236
N 3.134 0.324 0.082
N 3.998 1.488 1.667
H 3.333 1.075 -0.563
H 2.455 -0.352 -0.238
H 3.885 1.734 2.641
H 4.873 1.659 1.192
C 3.995 5.325 2.411
O 3.001 5.745 3.002
N 5.186 5.412 2.950
N 3.887 4.919 1.188
H 5.009 5.523 3.938
H 6.021 4.988 2.572
H 4.588 4.358 0.725
H 2.955 5.017 0.812
C -3.609 -3.969 5.665
O -2.562 -3.891 6.256
N -4.474 -4.847 5.870
N -4.053 -3.035 4.869
H -5.427 -4.828 5.535
H -4.159 -5.544 6.530
H -4.897 -3.191 4.337
H -3.520 -2.186 4.743
C -3.018 -3.032 -6.003
O -3.841 -3.290 -6.809
N -3.170 -2.874 -4.739
N -1.757 -2.961 -6.242
H -2.384 -2.808 -4.107
H -4.111 -2.825 -4.377
H -1.331 -3.245 -7.113
H -1.122 -2.544 -5.576
C -5.340 -1.885 -2.165
O -5.590 -2.112 -3.315
N -5.980 -2.200 -1.117
N -4.335 -1.050 -1.955
H -6.853 -2.698 -1.208
H -5.549 -1.811 -0.290
H -3.796 -0.782 -2.766
H -4.276 -0.450 -1.145
C 2.064 -3.446 -1.218
O 1.213 -2.637 -1.223
N 2.386 -4.187 -2.333
N 2.561 -4.164 -0.252
H 1.856 -3.946 -3.159
H 2.703 -5.144 -2.277
H 3.447 -4.572 -0.515
H 2.426 -3.919 0.718
C 1.648 -3.089 6.100
O 2.396 -4.004 6.267
N 0.354 -3.099 6.464
N 1.907 -1.984 5.506
H -0.292 -2.409 6.108
H 0.081 -4.037 6.720
H 2.811 -1.917 5.060
H 1.180 -1.314 5.299
C 0.871 5.152 5.912
O 0.393 5.077 7.015
N 0.378 4.599 4.898
N 2.068 5.601 5.564
H -0.599 4.377 5.022
H 0.608 4.929 3.971
H 2.343 5.552 4.594
H 2.706 6.075 6.189
C -4.632 -2.788 1.610
O -5.324 -1.994 2.201
N -4.853 -4.037 1.544
N -3.453 -2.531 1.098
H -4.176 -4.553 1.001
H -5.683 -4.477 1.915
H -3.024 -3.178 0.452
H -3.486 -1.536 0.927
C 3.633 -4.001 2.811
O 4.824 -3.851 2.722
N 2.795 -3.068 2.844
N 3.157 -5.194 2.925
H 1.827 -3.094 3.133
H 3.090 -2.115 2.686
H 3.900 -5.821 3.196
H 2.205 -5.390 3.202
C -0.414 7.451 3.138
O -1.601 7.313 3.505
N 0.248 6.535 2.487
N 0.352 8.443 3.462
H 1.153 6.857 2.175
H -0.208 5.677 2.213
H -0.011 9.159 4.075
H 1.160 8.598 2.876
C -0.374 0.537 5.153
O -0.163 -0.584 4.807
N -0.134 1.590 4.422
N -1.014 0.862 6.231
H 0.131 1.318 3.487
H -0.177 2.572 4.656
H -0.972 0.045 6.823
H -1.012 1.788 6.633
C 0.328 -0.740 -4.132
O -0.794 -1.022 -3.757
N 0.703 -0.215 -5.276
N 1.359 -1.163 -3.519
H 0.138 -0.348 -6.102
H 1.672 -0.364 -5.518
H 2.197 -1.345 -4.052
H 1.168 -1.683 -2.674
C -0.033 0.147 0.310
O -0.085 1.280 0.657
N -0.141 -0.312 -0.909
N -0.088 -0.894 1.141
H 0.013 0.411 -1.598
H 0.108 -1.279 -1.060
H 0.042 -1.753 0.626
H -0.207 -0.736 2.131
C -0.164 4.768 -6.662
O 0.199 5.090 -7.808
N -1.247 5.162 -6.008
N 0.578 4.166 -5.819
H -1.858 5.860 -6.408
H -1.363 4.884 -5.044
H 1.564 4.364 -5.921
H 0.189 4.045 -4.895
C -2.064 3.734 2.055
O -0.928 4.087 1.699
N -3.091 4.497 2.310
N -2.356 2.511 1.949
H -3.869 3.957 2.663
H -3.049 5.503 2.231
H -1.495 2.060 1.673
H -3.222 1.993 1.984
C -1.410 -4.751 -1.303
O -2.196 -4.449 -0.437
N -0.737 -5.823 -1.387
N -1.087 -4.126 -2.349
H -1.097 -6.453 -0.685
H 0.032 -5.993 -2.019
H -1.317 -3.149 -2.464
H -0.700 -4.461 -3.220
C 4.320 -1.055 -4.910
O 3.404 -1.334 -5.726
N 5.339 -1.776 -4.530
N 4.228 0.031 -4.156
H 5.196 -2.628 -5.054
H 5.928 -1.585 -3.732
H 3.533 0.704 -4.447
H 5.154 0.264 -3.825
C -0.418 -5.145 3.084
O 0.376 -5.700 3.797
N -1.290 -4.259 3.495
N -0.523 -5.382 1.835
H -1.261 -4.143 4.498
H -2.117 -4.007 2.973
H 0.258 -5.902 1.461
H -1.076 -4.773 1.248
C 3.962 2.554 -6.533
O 4.887 2.317 -7.255
N 3.023 1.758 -6.201
N 3.887 3.641 -5.782
H 2.280 2.130 -5.626
H 2.966 0.872 -6.683
H 3.348 3.661 -4.928
H 4.760 4.143 -5.702
*
```

**E_tot**: -5632.0155 Ha
**LUMO energy**: -0.932 eV
**E_HOMO**: -8.468 eV
**Kohn-Sham gap**: 7.54 eV
**Relative energy (zero: lowest compared OMol25 entry of this formula, charge and spin)**: 17.683 eV

(2)
This record from the OMol25 dataset describes a 10-piece molecular cluster, C5H28N11O12 overall at a distorted geometry. The level of theory is the ωB97M-V functional and the def2-TZVPD basis.

```
! wB97M-V def2-TZVPD RIJCOSX def2/J DEFGRID3
* xyz -1 1
N 0.838 -0.054 -1.822
O 0.880 1.218 -1.920
O 1.837 -0.672 -1.956
O -0.304 -0.634 -1.665
O -5.326 -3.751 -1.378
H -5.892 -3.875 -2.204
H -5.382 -2.779 -1.369
O 1.004 1.795 2.720
H 0.562 2.390 2.087
H 1.534 1.224 2.170
O 1.032 -2.124 0.542
H 0.625 -1.642 -0.175
H 1.737 -1.533 0.888
O -0.461 2.642 0.381
H -1.092 1.864 0.371
H -0.064 2.386 -0.503
C 4.160 -3.828 -0.928
O 5.062 -3.757 -1.719
N 2.892 -3.972 -1.267
N 4.374 -3.701 0.446
H 2.549 -4.068 -2.193
H 2.226 -3.460 -0.689
H 3.661 -4.122 1.090
H 5.313 -3.989 0.673
C -1.409 6.180 1.034
O -1.460 7.386 1.266
N -2.279 5.316 1.792
N -0.644 5.436 0.210
H -2.017 4.377 1.793
H -3.078 5.668 2.285
H -0.706 4.446 0.197
H 0.138 5.835 -0.223
C 3.712 0.383 0.254
O 2.766 0.143 0.960
N 4.950 -0.357 0.337
N 3.750 1.384 -0.659
H 4.870 -1.289 0.723
H 5.561 -0.062 -0.448
H 4.577 1.378 -1.217
H 2.854 1.648 -1.074
C -3.934 -0.835 -1.994
O -5.175 -1.126 -1.934
N -3.177 -1.030 -0.959
N -3.270 -0.499 -3.162
H -3.693 -1.100 -0.078
H -2.156 -0.936 -1.019
H -2.346 -0.136 -3.149
H -3.896 -0.314 -3.940
C -2.458 -0.904 2.115
O -3.650 -0.775 1.991
N -1.827 -2.148 2.339
N -1.637 0.223 2.194
H -2.360 -2.924 1.929
H -0.862 -2.155 2.053
H -2.224 1.045 2.382
H -0.685 0.184 2.420
*
```

**E_tot**: -1712.7331 Ha
**LUMO energy**: 2.496 eV
**E_HOMO**: -7.319 eV
**Kohn-Sham gap**: 9.82 eV

Q: The lowest E_HOMO belongs to which entry?
A: C25H100N50O25

Q: The lowest Kohn-Sham gap belongs to which entry?
A: C25H100N50O25

Q: What is the E_tot in the second record?
A: -1712.7331 Ha